A) # CH5N4

A 2-piece molecular cluster, CH5N4 overall (the ωB97M-V functional and the def2-TZVPD basis, OMol25).

Values from the calculation:
**HOMO-LUMO gap**: 0.31484 Eh
**HOMO**: -0.5300 Eh
**Net charge**: +1
**E_LUMO**: -5.9 eV
**Multiplicity**: 1

Cartesian coordinates (Å):
C 0.1802 -0.1270 0.1333
N 0.5742 -1.1669 0.8879
N -0.6948 -0.5461 1.1974
N 0.6961 1.0507 -0.3433
N -0.1110 0.2687 -1.2341
H 0.8466 -2.0744 0.5053
H -0.6687 -0.1962 2.1855
H -0.0458 2.3846 -0.0508
H 0.3929 -0.2126 -1.9545
H -1.1697 0.6193 -1.3267

***

B) # CH5N4

An isolated ion of composition CH5N4 and charge +1 (the ωB97M-V functional and the def2-TZVPD basis, OMol25).

Values from the calculation:
**HOMO-LUMO gap**: 0.40405 Eh
**HOMO**: -0.5487 Eh
**Net charge**: +1
**E_LUMO**: -3.9 eV
**SMILES string**: N1NC12N[NH2+]2
**Multiplicity**: 1

Cartesian coordinates (Å):
N -1.3744 0.6715 0.2816
N -1.3697 -0.5626 -0.4262
C -0.2269 0.0391 0.0483
N 1.2559 0.6356 -0.4955
N 1.0626 -0.3810 0.5962
H -2.0530 0.8757 1.0663
H -1.5181 -0.3140 -1.3851
H 1.4894 0.3403 -1.4292
H 1.4757 -0.0066 1.5182
H 1.2584 -1.2978 0.2255

***

Most stable of them? B).

***

A) # C4H9N2O2

An isolated ion of composition C4H9N2O2 and charge +1 (the ωB97M-V functional and the def2-TZVPD basis, OMol25).

Values from the calculation:
**HOMO-LUMO gap (spin up / spin down)**: 0.39683 / 0.25081 Eh
**HOMO (spin up / spin down)**: -0.5061 / -0.5534 Eh
**Net charge**: +1
**E_LUMO (spin up / spin down)**: -3.0 / -8.2 eV
**<S²>**: 2.0100
**Multiplicity**: 3

Cartesian coordinates (Å):
C 0.3145 -1.4981 0.4912
C -0.1375 -2.2615 1.7028
C 0.3040 0.5279 -1.8799
C -0.2757 2.2408 -0.1303
N 0.0267 0.8928 -0.4848
N -0.1570 -0.0625 0.5680
O 1.0243 -1.8928 -0.3852
O -0.5274 0.3752 1.6300
H 0.0328 -3.2308 1.2729
H -1.1365 -1.8944 1.7400
H 0.5456 -2.0186 2.5583
H -0.3881 -0.1839 -2.1922
H 0.1642 1.2339 -2.7465
H 1.2809 -0.1066 -1.9590
H 0.2005 2.8514 -0.8977
H -1.3922 2.4388 -0.1073
H 0.1210 2.5883 0.8196

***

B) # C4H9N2O2

An isolated ion of composition C4H9N2O2 and charge +1 (the ωB97M-V functional and the def2-TZVPD basis, OMol25).

Values from the calculation:
**HOMO-LUMO gap (spin up / spin down)**: 0.37749 / 0.24439 Eh
**HOMO (spin up / spin down)**: -0.4864 / -0.5462 Eh
**Net charge**: +1
**E_LUMO (spin up / spin down)**: -3.0 / -8.2 eV
**<S²>**: 2.0082
**Multiplicity**: 3

Cartesian coordinates (Å):
C 0.9323 -0.6400 1.1126
C 1.9040 0.1307 1.9799
C -0.8430 -1.2422 -1.2244
C -1.3114 1.1395 -1.3689
N -0.7412 0.0695 -0.6660
N -0.1309 0.4004 0.4973
O 0.8338 -1.7175 0.7232
O -0.0420 1.5430 0.9064
H 2.4786 0.7059 1.3218
H 2.5669 -0.5594 2.5793
H 1.4411 0.5457 2.8859
H -0.0486 -1.4475 -1.8133
H -1.0317 -2.0168 -0.5213
H -1.7057 -1.3933 -1.8362
H -1.6162 0.9671 -2.5092
H -2.1437 1.5624 -0.7206
H -0.5423 1.9525 -1.3465

***

Most stable of them? A).

***

A) # C4H3BrO

C4H3BrO as an isolated structure (the ωB97M-V functional and the def2-TZVPD basis, OMol25).

Values from the calculation:
**HOMO-LUMO gap (spin up / spin down)**: 0.26232 / 0.26183 Eh
**HOMO (spin up / spin down)**: -0.3606 / -0.3605 Eh
**Net charge**: 0
**E_LUMO (spin up / spin down)**: -2.7 / -2.7 eV
**Multiplicity**: 1

Cartesian coordinates (Å):
C 0.9154 0.4429 -0.2074
C 0.3836 -0.3077 0.7641
C -0.9300 -0.4258 0.1777
C -0.3919 0.3643 -0.9879
O -1.9667 -0.9361 0.4292
Br 1.3617 -1.0122 3.4011
H 1.8577 0.7488 -0.5008
H -1.0580 1.3131 -1.2450
H -0.1718 -0.1874 -1.8309

***

B) # C4H3BrO

One molecule with the formula C4H3BrO (the ωB97M-V functional and the def2-TZVPD basis, OMol25).

Values from the calculation:
**HOMO-LUMO gap**: 0.32376 Eh
**HOMO**: -0.3238 Eh
**Net charge**: 0
**E_LUMO**: 0.0 eV
**Multiplicity**: 1

Cartesian coordinates (Å):
C 0.4839 0.3041 -1.1797
C -0.5093 1.1686 -0.9842
C -0.5566 -0.2458 -0.4643
C 0.9054 -0.6843 1.3113
O -0.2586 -0.5522 1.0817
Br 0.9554 -0.9970 3.4338
H 1.4689 0.1354 -1.2989
H -1.2598 1.9019 -1.1701
H -1.2293 -1.0307 -0.7295

***

Most stable of them? A).

***

A) # C28H31OSi

An isolated ion of composition C28H31OSi and charge +1 (the ωB97M-V functional and the def2-TZVPD basis, OMol25).

Values from the calculation:
**HOMO-LUMO gap**: 0.22440 Eh
**HOMO**: -0.3947 Eh
**Net charge**: +1
**E_LUMO**: -4.6 eV
**Multiplicity**: 1

Cartesian coordinates (Å):
C 1.0750 0.8972 2.0980
C 2.2481 0.0676 2.3524
C 3.5481 0.6152 2.2496
C 4.6714 -0.1835 2.4630
C 4.5150 -1.5517 2.7444
C 3.2300 -2.0893 2.9197
C 2.1068 -1.2759 2.7640
C -0.0355 0.8067 2.8606
C -1.2401 1.7379 2.7164
C -2.5617 0.9518 2.7555
C -3.6080 1.2417 1.8676
C -4.5658 0.2586 1.5708
C -4.5172 -0.9884 2.2078
C -3.5657 -1.2083 3.2087
C -2.6166 -0.2240 3.4974
H 1.1376 1.6538 1.3015
H 3.6561 1.6800 2.0243
H 5.6736 0.2527 2.4229
H 5.3927 -2.1915 2.8644
H 3.1036 -3.1379 3.1989
H 1.1026 -1.6702 2.9302
H -0.0786 0.0430 3.6507
H -1.2106 2.1303 1.6924
H -3.6464 2.2147 1.3694
H -5.3383 0.4619 0.8282
H -5.2020 -1.7848 1.9125
H -3.5416 -2.1510 3.7575
H -1.8718 -0.4176 4.2682
C -4.5809 3.7614 6.9921
Si -4.8068 3.3602 5.1907
C -5.5594 1.6842 4.9329
C -5.6999 4.6974 4.2751
O -3.2559 3.0912 4.4904
C -2.2170 3.7162 3.9774
C -1.0183 2.8524 3.6661
C 0.0757 3.7379 3.0450
C -0.5389 4.5226 1.8864
C -1.5431 5.4687 2.4471
C -2.2437 5.0949 3.6324
C -2.8942 6.1227 4.3696
C -2.9649 7.4114 3.8541
C -2.4362 7.7035 2.5864
C -1.7473 6.7189 1.8817
H -5.5482 3.6014 7.4909
H -3.8355 3.1049 7.4604
H -4.2841 4.8039 7.1598
H -6.6531 1.7294 5.0364
H -5.3207 1.2820 3.9394
H -5.1681 0.9846 5.6842
H -6.7717 4.4608 4.2953
H -5.5582 5.6816 4.7351
H -5.3764 4.7570 3.2303
H -0.6830 2.4540 4.6440
H 0.4731 4.4286 3.7966
H 0.9111 3.1378 2.6914
H 0.2337 5.0756 1.3343
H -1.0229 3.8626 1.1491
H -3.3160 5.8973 5.3550
H -3.4538 8.2004 4.4323
H -2.5254 8.7099 2.1757
H -1.3377 6.9178 0.8889

***

B) # C28H31OSi

An isolated ion of composition C28H31OSi and charge +1 (the ωB97M-V functional and the def2-TZVPD basis, OMol25).

Values from the calculation:
**HOMO-LUMO gap**: 0.22394 Eh
**HOMO**: -0.3978 Eh
**Net charge**: +1
**E_LUMO**: -4.7 eV
**Multiplicity**: 1

Cartesian coordinates (Å):
C 2.7770 -1.3943 -1.0441
C 3.9594 -2.2537 -0.8791
C 5.2541 -1.6849 -0.9295
C 6.3672 -2.5106 -0.7999
C 6.2185 -3.8866 -0.6239
C 4.9377 -4.4379 -0.4945
C 3.8097 -3.6282 -0.5724
C 1.6475 -1.6597 -0.3190
C 0.3749 -0.8662 -0.6242
C -0.8521 -1.8007 -0.6670
C -1.8771 -1.4786 -1.5759
C -2.8158 -2.4568 -1.9652
C -2.8181 -3.7235 -1.3825
C -1.9016 -3.9960 -0.3682
C -0.9590 -3.0264 0.0380
H 2.8679 -0.6158 -1.8872
H 5.3115 -0.5988 -1.0133
H 7.3440 -2.0593 -0.9081
H 7.0934 -4.5233 -0.6291
H 4.7986 -5.5119 -0.4029
H 2.7892 -4.0301 -0.4072
H 1.5881 -2.4098 0.4988
H 0.5870 -0.4119 -1.7042
H -1.9169 -0.4511 -1.9671
H -3.5781 -2.1742 -2.6793
H -3.6274 -4.4337 -1.6093
H -1.9578 -4.9511 0.1589
H -0.3053 -3.2123 0.9020
C -3.0959 1.5866 3.8715
Si -3.0882 1.1242 2.0567
C -3.7121 -0.5773 1.6005
C -3.9110 2.5253 1.1376
O -1.3577 1.0554 1.6564
C -0.5706 1.4340 0.6356
C 0.5138 0.5128 0.2278
C 1.6521 1.3777 -0.3303
C 1.0581 2.0932 -1.5713
C 0.0496 3.1229 -1.0566
C -0.6195 2.8026 0.1538
C -1.1131 3.8241 1.0018
C -1.2051 5.1338 0.5454
C -0.7442 5.4401 -0.7717
C -0.0708 4.4579 -1.5294
H -4.1022 1.4435 4.3084
H -2.3811 0.9916 4.4552
H -2.8261 2.6493 3.9850
H -4.8153 -0.5897 1.6055
H -3.3750 -0.9030 0.6040
H -3.3685 -1.3273 2.3303
H -5.0000 2.3436 1.1129
H -3.7426 3.4774 1.6659
H -3.5566 2.6328 0.1038
H 0.8173 -0.1707 1.1143
H 2.0006 2.2322 0.2895
H 2.5259 0.7430 -0.5616
H 1.8495 2.6673 -2.1069
H 0.5644 1.3454 -2.2454
H -1.4122 3.5994 2.0312
H -1.6314 5.9178 1.1810
H -0.8260 6.4810 -1.1464
H 0.3776 4.7404 -2.4992

***

Most stable of them? A).